[1]
65
Properties=species:S:1:pos:R:3 method="wB97M-V/def2-TZVPD" spin_multiplicity=1 e_above_lowest_kj_mol=0.0 homo_energy_ev=-5.0 homo_lumo_gap_ev=6.59 total_charge=-1 e_tot_ha=-2200.16209
Rh 0.51959 -1.05664 -0.20860
O 1.39327 -0.69556 4.28486
C 0.69757 -1.78629 4.64553
C 0.60788 -2.07990 6.00751
C -0.08431 -3.19205 6.44123
C -0.70284 -4.04069 5.52587
C -0.64227 -3.74223 4.17868
C 0.04309 -2.61776 3.71832
C 0.03974 -2.27097 2.27620
O 0.85840 -1.36213 1.85195
N -0.82696 -2.88734 1.51930
N -0.82790 -2.40792 0.23464
C -1.67637 -2.87803 -0.59383
C -1.75665 -2.59052 -2.00271
C -2.76256 -3.23472 -2.74097
C -2.90334 -3.06140 -4.09618
C -2.03176 -2.19145 -4.75961
C -1.04387 -1.53409 -4.06803
C -0.84959 -1.73264 -2.68277
O 0.17607 -1.14548 -2.13431
H 1.37678 -0.63722 3.30034
H 1.08831 -1.40815 6.70793
H -0.14408 -3.39747 7.50354
H -1.23106 -4.92032 5.87052
H -1.12462 -4.37154 3.44368
H -2.40015 -3.56885 -0.16895
H -3.43681 -3.89807 -2.20914
H -3.67266 -3.58833 -4.64520
H -2.12309 -2.04188 -5.82923
H -0.37103 -0.84503 -4.56364
O 4.09576 -2.72813 0.63485
C 3.15277 -2.19837 0.07382
O 1.98511 -2.68380 -0.15710
C 3.38219 -0.81485 -0.52845
C 4.68394 -0.44327 -0.91989
C 4.84895 0.71450 -1.61408
C 3.71764 1.50008 -1.93719
C 3.81633 2.67960 -2.71060
C 2.70062 3.40162 -3.02165
C 1.43462 2.95782 -2.58555
C 1.30684 1.81481 -1.84891
C 2.44664 1.06525 -1.49324
N 2.32897 -0.09072 -0.76956
H 5.50295 -1.10010 -0.66764
H 5.83368 1.02700 -1.94424
H 4.79533 2.98894 -3.05832
H 2.78668 4.29820 -3.62257
H 0.54817 3.51998 -2.85139
H 0.32791 1.45584 -1.57018
O -1.47189 0.39124 -0.32452
C -0.94856 1.26700 0.41898
O 0.12969 1.09694 1.00362
C -1.61522 2.61693 0.53746
C -1.09859 3.55298 1.42665
C -1.59873 4.84790 1.44593
C -2.61667 5.21105 0.58119
C -3.13327 4.26411 -0.28859
C -2.64623 2.96746 -0.32013
N -4.18146 4.66549 -1.22968
O -4.70506 3.80561 -1.90783
O -4.47520 5.84680 -1.29154
H -0.28841 3.24514 2.07374
H -1.17767 5.58464 2.11761
H -3.01873 6.21358 0.56259
H -3.03790 2.24344 -1.02051

=====

[2]
24
Properties=species:S:1:pos:R:3 method="wB97M-V/def2-TZVPD" smiles=OCNCCCS.O.O spin_multiplicity=1 e_above_lowest_kj_mol=0.0 homo_energy_ev=-9.3 homo_lumo_gap_ev=9.87 e_tot_ha=-840.03894
O -0.79710 -1.21414 1.88335
C 0.63081 -1.23396 1.65258
N 1.05286 -0.62977 0.43080
C 0.53139 -1.24589 -0.79078
C -0.03584 -0.19109 -1.73804
C -1.34574 0.37742 -1.21875
S -1.90249 1.99799 -1.81618
H -1.10534 -2.10094 1.71274
H 1.00569 -2.26209 1.68390
H 1.05748 -0.73245 2.51488
H 0.82787 0.35900 0.48331
H -0.17556 -2.02199 -0.53775
H 1.36977 -1.68104 -1.34113
H 0.73726 0.54444 -1.95880
H -0.20597 -0.66055 -2.71170
H -2.13454 -0.33343 -1.47192
H -1.35826 0.46372 -0.13196
H -0.94265 2.26206 -2.71293
O 3.66730 1.27751 0.36188
H 3.25025 2.11660 0.14025
H 3.23386 0.58823 -0.15050
O -2.67814 1.50662 2.19998
H -2.26618 0.66467 1.97969
H -2.41669 2.14910 1.53708

=====

[3]
21
Properties=species:S:1:pos:R:3 method="wB97M-V/def2-TZVPD" spin_multiplicity=1 e_above_lowest_kj_mol=250.9 homo_energy_ev=-11.1 homo_lumo_gap_ev=5.71 total_charge=+1 e_tot_ha=-345.60044
C 0.25318 1.59348 0.31497
C 0.14256 1.25955 -0.96312
C 0.51445 3.49005 1.77420
N 0.43644 2.98010 0.60816
H 0.26813 0.95422 1.17954
H 0.11806 2.01805 -1.74024
H 0.06704 0.23459 -1.30090
H 0.62043 4.56507 1.83540
H 0.35439 2.89519 2.66421
H 0.48782 3.57589 -0.21283
C 0.89920 -1.56518 0.89086
C 0.27858 -2.11615 -0.36486
C -1.00751 -2.41159 -0.55105
N -1.55726 -2.91843 -1.74125
H 0.20590 -1.23901 1.66859
H 1.55052 -2.31193 1.35541
H 1.58942 -0.73856 0.71246
H 0.98631 -2.48706 -1.10548
H -1.76722 -2.30071 0.21800
H -2.12749 -3.73145 -1.54544
H -0.83413 -3.22023 -2.38353

=====

[4]
80
Properties=species:S:1:pos:R:3 method="wB97M-V/def2-TZVPD" spin_multiplicity=1 e_above_lowest_kj_mol=112.6 homo_energy_ev=-11.3 homo_lumo_gap_ev=7.64 total_charge=+1 e_tot_ha=-3761.36582
Pd -0.70065 0.96103 -0.52302
F 3.80449 1.88169 -1.71682
C 2.72928 2.37657 -1.12511
F 2.92073 3.67648 -0.89120
F 1.69396 2.23900 -1.95171
S 2.46960 1.44536 0.46462
O 1.64549 0.30179 0.08806
O 3.79348 1.18971 0.91870
N 1.71699 2.51650 1.34779
S 0.59987 2.26256 2.43399
O -0.20822 1.08415 2.23313
O -0.07518 3.50689 2.67396
C 1.58836 1.92803 3.95565
F 2.26187 3.02087 4.29333
F 2.43939 0.93717 3.72346
F 0.77447 1.58766 4.94811
C -3.53983 -1.21845 2.90972
C -3.83419 -1.67869 1.49281
N -3.26421 -0.70235 0.55904
C -3.40126 -0.57417 -0.74894
S -2.73583 0.84279 -1.52943
N -4.11537 -1.39453 -1.51779
C -4.46575 -2.80461 -1.29928
C -3.24737 -3.70918 -1.41415
H -3.85180 -1.98068 3.62104
H -4.07525 -0.29681 3.13834
H -2.47194 -1.03829 3.05207
H -4.91131 -1.73123 1.33523
H -3.40317 -2.66614 1.31404
H -2.69716 0.02004 0.98242
H -4.10124 -1.11409 -2.48702
H -5.20304 -3.04959 -2.06131
H -4.95712 -2.92721 -0.34006
H -2.77686 -3.59828 -2.39324
H -3.54072 -4.75221 -1.29461
H -2.50631 -3.46986 -0.64775
O -2.95716 3.67857 -0.50946
C -1.77551 3.81894 -0.30562
O -0.78629 3.02723 -0.61572
C -1.34617 5.13806 0.35500
N 0.11379 5.09848 0.74656
C 0.80725 6.27923 0.13111
C -0.32182 7.26239 -0.12954
C -1.46597 6.35227 -0.57190
H -1.94043 5.24919 1.25835
H 0.46427 4.19673 0.38941
H 0.20984 5.05392 1.75929
H 1.25922 5.93924 -0.79744
H 1.58767 6.63829 0.79634
H -0.04953 8.00726 -0.87384
H -0.58707 7.78426 0.79263
H -1.33782 6.04415 -1.61146
H -2.44202 6.82045 -0.48017
C 0.03022 -1.15960 -3.09084
C -0.00134 -1.66241 -1.69307
N -0.51881 -1.05061 -0.63796
C -0.32145 -1.86347 0.45780
C 0.29333 -2.99769 0.05194
N 0.49092 -2.85535 -1.30626
C 1.13315 -3.84076 -2.18275
N 2.04648 -4.63858 -1.44348
N 1.69294 -5.90902 -1.08638
N 2.57207 -6.38141 -0.30079
C 3.54121 -5.41701 -0.08135
C 4.68930 -5.44552 0.71517
C 5.44715 -4.29903 0.75590
C 5.08593 -3.14733 0.02494
C 3.96199 -3.10746 -0.76870
C 3.20095 -4.27805 -0.80408
H -0.50909 -0.21800 -3.14559
H -0.43560 -1.87020 -3.77551
H 1.05651 -0.98830 -3.42261
H -0.59467 -1.55329 1.45144
H 0.60957 -3.87333 0.59154
H 1.64735 -3.30204 -2.97758
H 0.39199 -4.51213 -2.61337
H 4.95677 -6.33319 1.27162
H 6.34071 -4.26991 1.36441
H 5.71397 -2.26867 0.09149
H 3.69203 -2.21824 -1.32356